Entry 1:
{"formula": "C3H41BFO18", "method": "the ωB97M-V functional and the def2-TZVPD basis", "elements": ["C", "C", "C", "B", "F", "H", "H", "H", "H", "H", "O", "H", "H", "O", "H", "H", "O", "H", "H", "O", "H", "H", "O", "H", "H", "O", "H", "H", "O", "H", "H", "O", "H", "H", "O", "H", "H", "O", "H", "H", "O", "H", "H", "O", "H", "H", "O", "H", "H", "O", "H", "H", "O", "H", "H", "O", "H", "H", "O", "H", "H", "O", "H", "H"], "coordinates": [[0.644, -0.757, 4.970], [1.302, -0.995, 3.973], [2.166, -1.312, 2.878], [3.701, -0.620, 3.112], [3.838, -0.224, 4.527], [-0.066, -0.298, 5.623], [1.720, -0.853, 2.001], [2.230, -2.391, 2.734], [4.547, -1.490, 2.880], [3.832, 0.370, 2.445], [0.138, -1.060, 0.341], [-0.717, -1.391, 0.629], [-0.079, -0.357, -0.284], [1.841, 1.553, 7.249], [1.471, 0.915, 6.625], [2.787, 1.506, 7.067], [0.002, -0.104, -2.353], [-0.240, -0.790, -2.999], [0.966, -0.129, -2.340], [1.512, 0.733, -4.579], [2.222, 1.235, -4.998], [0.752, 1.328, -4.572], [-1.392, -2.262, -3.850], [-0.975, -3.127, -3.910], [-2.339, -2.438, -3.739], [3.660, 1.530, -6.564], [3.922, 0.674, -6.917], [4.107, 2.176, -7.118], [-3.940, -1.350, -2.800], [-4.894, -1.357, -2.684], [-3.627, -0.602, -2.267], [0.587, 2.379, -0.277], [0.348, 1.702, -0.919], [1.546, 2.326, -0.207], [-2.665, 1.199, -2.639], [-1.762, 0.882, -2.782], [-2.990, 1.260, -3.545], [-5.455, -2.296, -0.594], [-5.385, -3.208, -0.298], [-5.150, -1.773, 0.161], [-1.380, 0.701, -5.377], [-0.869, -0.113, -5.308], [-1.364, 0.902, -6.317], [5.430, 1.510, 1.061], [5.921, 1.749, 1.852], [5.045, 2.334, 0.746], [-2.077, -2.662, 4.487], [-1.189, -2.288, 4.373], [-2.521, -2.518, 3.644], [0.369, 4.017, 6.344], [1.076, 3.357, 6.413], [-0.089, 3.782, 5.532], [-4.863, -1.517, 2.825], [-5.793, -1.632, 3.046], [-4.569, -0.830, 3.444], [-1.877, -0.752, -7.693], [-2.840, -0.754, -7.694], [-1.636, -1.668, -7.521], [5.553, 3.177, -1.141], [6.114, 2.393, -1.174], [5.376, 3.415, -2.055], [-4.097, -0.797, 5.426], [-3.914, -1.733, 5.575], [-3.787, -0.358, 6.223]], "forces_ev_per_angstrom": [[-0.3022, 0.4333, -0.5256], [-0.3893, -0.2662, 0.8503], [0.4675, 0.4864, 0.0571], [-0.1114, -0.3837, 0.8027], [0.0729, -0.0525, -0.0716], [0.1198, -0.3204, 0.0805], [0.0089, -0.1872, -0.2584], [-0.0770, -0.0483, 0.0217], [0.0256, 0.1039, -0.1439], [-0.1419, 0.1049, -0.2028], [-0.1521, -0.0110, -0.0329], [0.0402, 0.0081, 0.0850], [-0.0574, -0.2367, -0.0375], [0.0671, 0.2105, -0.0416], [0.1088, -0.1690, -0.1578], [-0.0034, -0.1078, -0.0851], [-0.0493, -0.0019, -0.1921], [-0.1796, -0.0395, 0.3618], [0.0198, 0.1163, -0.1874], [0.2061, 0.1156, -0.0570], [0.0058, -0.0668, -0.1131], [-0.0863, -0.1240, 0.0453], [0.1335, -0.1819, -0.3648], [0.0468, 0.0251, 0.0925], [-0.0720, 0.4440, 0.2916], [0.0503, 0.0056, -0.0366], [-0.0452, -0.0207, 0.0495], [-0.0198, 0.0306, 0.0435], [0.0529, -0.0238, -0.3701], [0.0430, -0.2112, 0.2601], [0.1496, 0.0838, -0.2768], [0.0396, 0.0725, -0.1394], [-0.0612, 0.0713, -0.0634], [-0.0236, -0.0878, 0.1334], [-0.0239, -0.0447, -0.1294], [0.1433, 0.0905, 0.2720], [-0.0188, -0.0075, 0.0169], [-0.2292, 0.1184, 0.3032], [0.0604, -0.0085, 0.0185], [-0.0046, -0.1115, -0.0332], [0.1157, 0.4153, 0.3289], [-0.1284, -0.0870, 0.0210], [-0.0417, -0.1862, -0.0425], [0.4861, 0.2547, -0.4332], [-0.2017, -0.1803, 0.1626], [-0.0304, -0.0046, 0.0450], [-0.0064, -0.2100, -0.0758], [0.0458, 0.1063, 0.1021], [0.0113, 0.0522, 0.0117], [0.0307, 0.0469, -0.1540], [-0.1089, -0.1458, 0.2508], [0.0292, 0.0221, -0.0101], [-0.1413, 0.1420, -0.1767], [0.0858, -0.0480, -0.0096], [0.1081, -0.1991, 0.0599], [-0.0568, -0.1620, -0.4053], [0.0108, 0.0292, 0.0896], [0.0343, 0.0318, 0.0626], [0.0593, 0.2079, -0.2377], [-0.1092, -0.0722, 0.1641], [-0.0161, -0.0375, 0.0146], [-0.4411, 0.1110, 0.2748], [0.3744, 0.0342, -0.2256], [0.0771, 0.0708, -0.0823]], "total_energy_ev": -44026.486, "multiplicity": 1, "fmax_ha_per_bohr": 0.019, "lumo_energy_ev": 1.5091, "gap_ev": 6.0, "charge": -1}


Entry 2:
{"formula": "C57H49N4OP2ReS3", "method": "the ωB97M-V functional and the def2-TZVPD basis", "elements": ["Re", "O", "S", "C", "C", "C", "C", "C", "C", "C", "C", "C", "C", "P", "C", "C", "C", "C", "C", "C", "C", "C", "C", "C", "C", "C", "C", "C", "C", "C", "C", "C", "C", "C", "C", "C", "C", "C", "P", "C", "C", "C", "C", "C", "C", "C", "C", "C", "C", "C", "C", "C", "C", "H", "H", "H", "H", "H", "H", "H", "H", "H", "H", "H", "H", "H", "H", "H", "H", "H", "H", "H", "H", "H", "H", "H", "H", "H", "H", "H", "H", "H", "H", "H", "H", "H", "H", "H", "H", "S", "C", "N", "C", "C", "C", "N", "H", "H", "H", "H", "H", "H", "H", "H", "C", "C", "C", "C", "N", "C", "S", "N", "H", "H", "H", "H", "H"], "coordinates": [[0.080, -0.143, 0.305], [0.707, 2.074, -1.844], [0.086, 2.037, -0.525], [-1.332, 3.114, -0.610], [-1.101, 4.473, -0.686], [-2.138, 5.401, -0.813], [-3.425, 4.921, -0.884], [-4.734, 5.625, -0.992], [-5.783, 4.504, -1.155], [-5.011, 3.235, -1.053], [-5.395, 1.914, -1.099], [-4.413, 0.936, -0.950], [-3.060, 1.210, -0.758], [-2.075, -0.326, -0.710], [-2.211, -0.884, -2.441], [-1.240, -0.403, -3.320], [-1.321, -0.706, -4.667], [-2.352, -1.502, -5.143], [-3.337, -1.949, -4.277], [-3.289, -1.621, -2.932], [-3.043, -1.386, 0.409], [-3.354, -2.706, 0.100], [-4.071, -3.478, 0.996], [-4.479, -2.940, 2.206], [-4.166, -1.626, 2.521], [-3.433, -0.855, 1.639], [-2.627, 2.563, -0.735], [-3.646, 3.530, -0.880], [1.240, 2.829, 0.584], [0.882, 3.747, 1.553], [1.834, 4.415, 2.330], [3.169, 4.195, 2.059], [4.415, 4.801, 2.608], [5.572, 4.110, 1.849], [4.913, 3.130, 0.939], [5.396, 2.205, 0.037], [4.495, 1.329, -0.574], [3.116, 1.388, -0.390], [2.159, -0.051, -1.005], [3.265, -1.391, -0.425], [3.372, -1.566, 0.956], [4.258, -2.489, 1.479], [5.059, -3.232, 0.625], [4.953, -3.071, -0.746], [4.059, -2.156, -1.275], [2.328, -0.062, -2.803], [2.825, 1.046, -3.480], [3.000, 0.984, -4.849], [2.705, -0.181, -5.541], [2.195, -1.284, -4.868], [1.988, -1.221, -3.502], [2.587, 2.443, 0.398], [3.520, 3.228, 1.100], [-0.083, 4.828, -0.655], [-1.914, 6.454, -0.850], [-4.750, 6.331, -1.824], [-4.918, 6.207, -0.085], [-6.303, 4.566, -2.114], [-6.557, 4.546, -0.385], [-6.420, 1.616, -1.252], [-4.726, -0.100, -0.974], [-0.438, 0.217, -2.942], [-0.586, -0.306, -5.344], [-2.402, -1.753, -6.191], [-4.161, -2.538, -4.649], [-4.099, -1.928, -2.288], [-3.053, -3.112, -0.852], [-4.326, -4.497, 0.748], [-5.042, -3.548, 2.897], [-4.500, -1.195, 3.450], [-3.176, 0.166, 1.889], [-0.163, 3.964, 1.716], [1.512, 5.105, 3.093], [4.480, 4.656, 3.690], [4.423, 5.882, 2.444], [6.270, 3.609, 2.524], [6.165, 4.833, 1.284], [6.451, 2.121, -0.170], [4.892, 0.555, -1.217], [2.765, -0.964, 1.625], [4.337, -2.620, 2.548], [5.772, -3.936, 1.020], [5.570, -3.661, -1.408], [3.996, -2.032, -2.346], [3.061, 1.953, -2.946], [3.368, 1.854, -5.372], [2.865, -0.223, -6.608], [1.958, -2.187, -5.413], [1.573, -2.063, -2.963], [0.236, -2.264, 1.451], [-0.244, -3.687, 0.580], [-0.517, -3.654, -0.713], [-0.990, -4.829, -1.434], [-0.389, -6.076, -0.795], [-0.706, -6.085, 0.697], [-0.338, -4.803, 1.277], [-0.387, -2.768, -1.191], [-0.708, -4.733, -2.483], [-2.081, -4.887, -1.371], [0.690, -6.076, -0.946], [-0.797, -6.968, -1.263], [-0.140, -6.869, 1.206], [-1.772, -6.269, 0.873], [-0.181, -4.758, 2.274], [2.013, -0.473, 6.594], [0.750, -0.452, 5.814], [-0.463, -0.896, 6.364], [-1.559, -0.904, 5.521], [-1.499, -0.451, 4.281], [-0.337, 0.018, 3.860], [-0.287, 0.889, 2.361], [0.779, -0.002, 4.569], [1.834, -0.205, 7.633], [2.741, 0.209, 6.163], [2.430, -1.481, 6.589], [-0.531, -1.213, 7.393], [-2.525, -1.268, 5.846]], "forces_ev_per_angstrom": [[-1.0967, -1.5692, 1.8833], [0.2779, -0.2306, -1.1003], [-0.0371, 2.1081, 0.6497], [0.3867, -0.7436, 0.5548], [0.2040, -0.0799, -0.0332], [-0.3014, -0.0978, -0.0151], [0.4508, -0.1455, -0.0226], [-0.2728, 0.3779, 0.0122], [-0.4361, 0.1511, -0.0715], [0.2576, -0.5741, 0.0746], [-0.1069, 0.4135, -0.0535], [0.4110, 0.0351, 0.1136], [-0.1050, -0.2749, 0.1039], [-1.6740, 0.4985, 0.0982], [0.6847, -0.0864, 0.2891], [0.0353, -0.1346, 0.2847], [-0.0286, 0.0303, -0.1337], [0.1092, 0.1072, 0.0402], [-0.1158, 0.0587, 0.1179], [-0.0402, -0.1854, 0.1585], [0.1865, -0.0111, -0.0546], [0.0808, 0.0806, -0.0909], [0.0488, -0.0876, -0.0210], [0.0412, 0.0534, 0.0072], [-0.0017, -0.0134, 0.0178], [-0.0087, 0.1234, -0.2696], [-0.3775, -0.0835, 0.0067], [0.1588, -0.1275, 0.0495], [-0.4972, 0.2218, -0.0322], [-0.0735, -0.1378, -0.2422], [0.4988, 0.0188, 0.0330], [-0.5436, -0.1632, -0.1224], [0.2183, 0.3559, 0.2866], [0.4617, 0.1954, 0.1420], [-0.2931, -0.4884, -0.4117], [0.0808, 0.4286, 0.3430], [-0.4632, -0.1477, 0.0086], [0.1897, -0.0749, -0.0648], [2.3988, 0.6765, 0.1318], [-0.4116, -0.1653, 0.0622], [-0.0116, 0.0538, -0.0679], [-0.0390, 0.1606, 0.0637], [0.0112, -0.0639, -0.1658], [0.0568, -0.0697, 0.0578], [-0.1958, 0.1360, -0.1199], [-0.6154, -0.2966, 0.0012], [-0.0720, 0.0759, 0.0944], [0.0763, 0.0058, 0.0052], [-0.0641, -0.0361, 0.0488], [-0.0082, -0.0585, -0.0739], [-0.0049, 0.1566, 0.1059], [0.1477, -0.0082, -0.0445], [-0.2184, -0.1344, -0.1168], [0.1035, 0.0888, 0.0308], [0.0284, 0.1213, -0.0187], [0.0302, -0.0177, 0.0413], [0.0217, 0.0240, -0.0638], [0.0319, 0.0031, 0.0337], [0.0254, 0.0224, -0.0434], [-0.1415, 0.0070, 0.0163], [-0.1003, 0.0047, -0.0049], [0.0910, 0.1068, -0.1462], [0.1510, 0.0166, -0.1090], [-0.0107, -0.0069, -0.1112], [-0.0822, -0.0219, -0.0357], [0.0024, -0.0695, 0.0258], [-0.0624, -0.1090, -0.0151], [-0.0534, -0.1043, -0.0572], [-0.1070, -0.0280, 0.0858], [0.0151, 0.0395, 0.1515], [-0.0759, 0.0165, 0.0912], [-0.0781, 0.0576, -0.0204], [-0.0252, 0.1162, 0.0367], [0.0141, -0.0082, -0.0744], [-0.0243, -0.0438, 0.0411], [-0.0446, 0.0265, -0.0186], [-0.0161, -0.0550, 0.0043], [0.1293, -0.0650, -0.0324], [0.1068, -0.0903, 0.0363], [0.0909, 0.0245, 0.0985], [0.0140, 0.0282, 0.0909], [0.0807, -0.1321, 0.1224], [0.0658, -0.0069, -0.0525], [0.0544, -0.0015, -0.0260], [-0.0165, 0.0684, 0.0444], [0.0744, 0.0150, -0.0619], [0.0024, -0.0387, -0.0995], [-0.0169, -0.0467, -0.0138], [0.0196, -0.1683, -0.0686], [-0.0363, 0.8672, -0.0147], [-0.0975, 0.2013, -0.0366], [0.2591, 0.1935, -0.0135], [-0.0969, -0.4284, -0.1755], [-0.0333, 0.1520, 0.0982], [-0.1218, -0.5406, -0.3146], [0.0080, 0.2594, 0.0044], [-0.0983, -0.3670, 0.0825], [-0.0121, 0.0017, 0.0984], [0.0340, 0.0841, -0.0981], [0.0755, -0.0488, -0.0021], [-0.0059, -0.0097, -0.0065], [-0.0763, 0.1171, -0.0395], [0.1325, 0.0167, -0.0184], [0.0527, 0.1430, -0.0634], [0.1900, 0.0116, 0.0758], [-0.6479, -0.2426, 0.5231], [0.1851, 0.1261, -0.4490], [0.1233, -0.1004, 0.6802], [-0.3774, 0.4404, -1.3373], [-0.1652, -1.7821, 2.0308], [0.3506, 0.4544, -2.5545], [0.6749, 0.5760, -1.0411], [-0.0099, 0.0066, 0.0566], [0.0256, -0.0033, -0.0257], [0.0464, -0.0225, -0.0014], [-0.0174, -0.0872, 0.0603], [-0.0188, -0.0255, 0.0855]], "total_energy_ev": -121104.168, "multiplicity": 2, "fmax_ha_per_bohr": 0.053, "s_squared": 0.762, "lumo_energy_ev": [-10.1529, -9.9134], "gap_ev": [4.5, 4.8], "charge": 3}